Entry 1:
DFT (wB97M-V/def2-TZVPD) results for C47H40BrN4O2PPt as an isolated structure at a distorted geometry.

Each line ends with the Löwdin charge.
Cartesian coordinates (Å):
Pt (0.38, -0.62, 0.52)  1.224
Br (2.62, 0.51, 1.24)  1.042
P (-1.01, 0.79, -0.93)  1.080
O (0.56, -3.71, -2.11)  0.127
O (-2.37, -0.81, 3.51)  0.124
N (1.06, -1.85, -0.98)  -0.007
N (-0.96, -2.06, 0.56)  -0.018
N (1.73, -1.93, 1.88)  -0.083
N (-0.62, -0.19, 2.27)  0.008
C (0.90, 2.88, -0.75)  -0.153
C (4.11, -0.22, -4.61)  -0.019
C (3.84, 1.11, -4.34)  -0.027
C (-1.90, -2.04, 1.51)  -0.163
C (3.03, 1.44, -3.26)  -0.034
C (-0.15, 2.27, -1.45)  -0.365
C (-2.89, -3.00, 1.54)  0.096
C (-0.70, -0.71, -3.27)  -0.077
C (0.20, 2.73, 4.66)  -0.014
C (-1.80, 0.35, 4.24)  0.041
C (-1.15, -1.22, -4.47)  -0.023
C (-3.36, -0.38, -4.01)  -0.015
C (-1.65, -0.96, 2.45)  -0.348
C (-0.25, 2.85, 2.31)  -0.080
C (-1.59, -0.03, -2.42)  -0.345
C (3.91, -2.87, 3.28)  0.063
C (-3.91, 2.99, 0.84)  -0.007
C (0.93, 4.68, -2.34)  -0.012
C (-2.93, 0.14, -2.80)  -0.059
C (-3.46, 0.31, 0.25)  -0.127
C (2.82, -1.20, 2.06)  -0.657
C (-1.88, -3.99, -0.42)  0.111
C (1.43, 4.08, -1.19)  -0.042
C (-4.64, 0.69, 0.85)  -0.025
C (3.60, -1.22, -3.78)  -0.017
C (-2.71, 2.62, 0.25)  -0.054
C (2.79, -0.89, -2.71)  -0.217
C (-0.05, 4.23, 2.34)  -0.048
C (-0.15, 2.10, 3.46)  -0.219
C (-2.48, -1.05, -4.85)  -0.002
C (0.39, 4.10, 4.70)  -0.020
C (-2.48, 1.27, -0.05)  -0.372
C (0.27, 4.85, 3.54)  -0.031
C (-2.88, -3.98, 0.55)  0.079
C (2.71, -5.07, 3.71)  -0.002
C (2.78, -3.69, 3.13)  -0.198
C (-0.46, 0.63, 3.53)  -0.189
C (-4.86, 2.04, 1.16)  -0.001
C (-0.65, 2.88, -2.61)  -0.042
C (2.52, 0.44, -2.44)  -0.086
C (2.28, -2.05, -1.87)  -0.175
C (0.26, -2.85, -1.20)  -0.351
C (-0.12, 4.09, -3.03)  -0.012
C (1.83, -3.25, -2.73)  0.015
C (-0.92, -3.00, -0.38)  -0.128
C (3.95, -1.59, 2.73)  -0.016
C (1.71, -3.16, 2.41)  -0.042
H (4.81, -0.95, 2.83)  0.141
H (0.36, 0.15, 4.09)  0.158
H (3.86, -2.25, -4.00)  0.130
H (-2.51, 1.17, 4.14)  0.156
H (1.94, 0.71, -1.58)  0.014
H (0.81, -3.75, 2.26)  0.135
H (0.32, 2.14, 5.57)  0.133
H (-5.78, 2.34, 1.63)  0.135
H (3.63, -5.33, 4.22)  0.101
H (1.30, 2.43, 0.14)  0.010
H (1.36, 5.61, -2.70)  0.135
H (0.45, 5.92, 3.56)  0.128
H (0.34, -0.78, -3.02)  0.074
H (-3.63, 0.68, -2.18)  0.113
H (3.08, -2.35, -1.20)  0.163
H (-0.53, 4.57, -3.91)  0.134
H (-1.84, -4.76, -1.19)  0.161
H (-1.45, 2.43, -3.17)  0.119
H (2.52, -4.09, -2.71)  0.156
H (4.77, -3.24, 3.83)  0.151
H (-3.64, -2.97, 2.33)  0.161
H (-1.70, 0.07, 5.28)  0.156
H (2.83, 2.47, -3.03)  0.103
H (4.70, -0.49, -5.47)  0.131
H (-3.64, -4.75, 0.55)  0.154
H (-0.47, -1.73, -5.14)  0.126
H (-2.83, -1.43, -5.80)  0.135
H (-5.41, -0.04, 1.06)  0.129
H (2.54, -5.81, 2.92)  0.104
H (0.63, 4.58, 5.63)  0.130
H (-3.32, -0.72, -0.06)  0.100
H (-0.52, 2.37, 1.39)  0.040
H (-4.11, 4.04, 1.02)  0.135
H (2.23, 4.56, -0.63)  0.132
H (-0.15, 4.82, 1.44)  0.113
H (-4.39, -0.23, -4.31)  0.133
H (1.89, -5.16, 4.42)  0.105
H (-1.97, 3.37, 0.00)  0.113
H (1.60, -2.97, -3.75)  0.139
H (4.28, 1.89, -4.94)  0.128

energy above the lowest of the compared OMol25 structures with the same formula, charge and spin = 21.73 kcal per mole
highest occupied orbital energy (alpha / beta) = -18.4901 / -18.4901 eV
E_tot = -5217.806488 a.u.
charge = +4
Kohn-Sham gap (alpha / beta) = 5.19 / 5.19 eV
2S+1 = 1



Entry 2:
DFT (wB97M-V/def2-TZVPD) results for C47H40CoN2OP2SSe as an isolated structure.

Each line ends with the Löwdin charge.
Cartesian coordinates (Å):
Se (0.39, -2.71, 0.59)  0.668
Co (0.25, -0.48, -0.27)  0.022
S (0.45, -1.25, -2.75)  0.790
P (2.61, 0.22, 0.02)  0.924
P (0.90, 0.26, 2.14)  0.918
O (1.73, -1.89, -3.14)  -0.496
N (2.59, 0.05, 1.75)  -0.346
N (-6.18, 7.14, -0.91)  0.152
C (4.47, -0.91, -1.67)  -0.077
C (1.28, -2.45, 5.22)  -0.076
C (-2.49, -2.90, 0.56)  -0.143
C (-2.17, -2.07, -2.82)  -0.069
C (-1.30, -3.52, 0.21)  -0.637
C (1.89, 4.00, -1.28)  -0.080
C (-4.61, 5.09, -0.88)  -0.239
C (6.57, -0.76, 0.15)  -0.081
C (-0.86, -2.38, -3.15)  -0.388
C (-3.74, -4.84, -0.10)  -0.110
C (3.36, 4.20, 0.61)  -0.073
C (6.79, -1.26, -1.13)  -0.080
C (0.83, 4.62, 3.56)  -0.083
C (-4.30, 2.71, -0.89)  -0.021
C (-2.86, -4.19, -3.73)  -0.275
C (0.69, -0.71, 3.66)  -0.366
C (-2.39, 4.19, -0.80)  -0.027
C (-5.48, 6.23, -0.90)  -0.190
C (-3.23, 5.28, -0.82)  -0.024
C (-3.94, -5.18, -4.04)  -0.047
C (0.13, 0.04, -3.95)  -0.205
C (0.14, -2.18, 5.96)  -0.082
C (5.75, -1.33, -2.03)  -0.069
C (1.76, 3.75, 4.11)  -0.082
C (0.89, 1.97, 2.75)  -0.367
C (2.67, 2.02, -0.14)  -0.346
C (2.61, 4.79, -0.40)  -0.077
C (1.56, -1.72, 4.08)  -0.104
C (-0.08, 4.17, 2.61)  -0.073
C (-3.16, -2.98, -3.12)  -0.034
C (-1.22, 0.87, -0.64)  -0.104
C (-0.05, 2.84, 2.20)  -0.084
C (5.31, -0.33, 0.52)  -0.095
C (4.26, -0.40, -0.40)  -0.333
C (-2.02, 1.77, -0.78)  -0.153
C (-2.56, -5.47, -0.47)  -0.099
C (-2.91, 2.89, -0.83)  -0.253
C (-0.73, -1.18, 5.54)  -0.077
C (1.79, 2.42, 3.71)  -0.094
C (-1.53, -4.47, -4.05)  -0.031
C (-5.14, 3.80, -0.91)  -0.024
C (1.91, 2.62, -1.14)  -0.099
C (-3.70, -3.56, 0.41)  -0.100
C (-1.34, -4.82, -0.31)  -0.141
C (-0.52, -3.57, -3.76)  -0.053
C (3.40, 2.82, 0.74)  -0.088
C (-0.46, -0.46, 4.40)  -0.091
H (-4.62, -3.06, 0.69)  0.101
H (3.96, 2.36, 1.54)  0.100
H (-0.42, -5.31, -0.59)  0.097
H (0.08, -0.42, -4.94)  0.069
H (5.14, 0.06, 1.51)  0.094
H (1.96, -3.23, 5.54)  0.105
H (7.39, -0.71, 0.86)  0.104
H (3.65, -1.02, -2.36)  0.074
H (-4.69, -5.36, -0.22)  0.098
H (0.51, -3.79, -3.97)  0.110
H (-2.40, -1.15, -2.30)  0.099
H (-0.80, 4.84, 2.18)  0.100
H (7.78, -1.59, -1.41)  0.104
H (0.80, 5.65, 3.87)  0.103
H (-1.15, 0.32, 4.09)  0.109
H (-1.29, -5.42, -4.51)  0.116
H (3.92, 4.82, 1.31)  0.107
H (-3.55, -6.19, -4.06)  0.078
H (1.30, 2.01, -1.79)  0.074
H (2.45, -1.97, 3.52)  0.090
H (-2.57, -6.47, -0.87)  0.103
H (2.46, 4.10, 4.85)  0.103
H (-0.81, 0.53, -3.70)  0.054
H (-2.82, 6.28, -0.80)  0.119
H (-4.70, 1.71, -0.91)  0.117
H (-0.08, -2.75, 6.85)  0.103
H (-4.18, -2.76, -2.84)  0.119
H (-4.39, -4.97, -5.02)  0.084
H (-4.74, -5.13, -3.30)  0.074
H (0.96, 0.74, -3.89)  0.049
H (5.91, -1.73, -3.02)  0.107
H (2.52, 1.74, 4.13)  0.110
H (2.59, 5.87, -0.49)  0.105
H (1.30, 4.46, -2.06)  0.104
H (-6.21, 3.67, -0.96)  0.120
H (2.94, -0.86, 2.01)  0.032
H (-1.32, 4.32, -0.75)  0.107
H (-0.73, 2.48, 1.44)  0.073
H (-2.47, -1.90, 0.97)  0.091
H (-1.63, -0.97, 6.11)  0.105

energy above the lowest of the compared OMol25 structures with the same formula, charge and spin = 7.10 kcal per mole
highest occupied orbital energy (alpha / beta) = -7.3238 / -7.3656 eV
E_tot = -6864.818335 a.u.
Kohn-Sham gap (alpha / beta) = 7.53 / 7.23 eV
2S+1 = 4



Entry 3:
DFT (wB97M-V/def2-TZVPD) results for C47H41As2MoN3OS5 as an isolated structure at a distorted geometry.

Each line ends with the Löwdin charge.
Cartesian coordinates (Å):
Mo (-0.30, 0.02, 0.66)  1.094
As (1.66, -0.16, -1.13)  1.292
As (-1.12, -1.86, -0.85)  1.169
S (-1.96, -2.53, 4.43)  0.931
S (1.02, 0.04, 5.14)  1.100
S (4.17, 1.68, 3.42)  1.073
S (1.91, 4.15, 3.59)  1.087
S (-0.26, -1.92, 2.13)  0.649
O (0.75, 0.90, 1.68)  -0.384
N (-1.51, 1.29, -0.48)  -0.073
N (-1.95, 0.30, 1.81)  -0.187
N (-2.31, -0.39, 2.89)  -0.039
C (4.42, -0.79, 2.79)  -0.152
C (2.78, 0.83, 2.85)  -0.528
C (-0.60, 1.84, 4.27)  -0.139
C (4.29, -0.23, -2.31)  -0.106
C (-4.29, -3.65, 1.23)  -0.069
C (-3.49, -1.83, 5.08)  -0.332
C (5.60, 1.35, -0.44)  -0.057
C (-2.34, -3.19, -0.10)  -0.389
C (-2.56, 1.47, 1.59)  0.001
C (1.73, 2.08, -2.94)  -0.116
C (1.24, 3.53, 1.19)  -0.123
C (1.55, 2.79, -4.11)  -0.059
C (1.31, 0.75, -2.85)  -0.404
C (-3.10, -1.16, -2.82)  -0.125
C (-1.55, -2.82, -3.63)  -0.110
C (1.51, 2.96, 2.40)  -0.490
C (-3.08, -5.46, 0.21)  -0.054
C (1.43, 1.49, 2.72)  -0.541
C (5.63, 0.05, -2.47)  -0.055
C (-2.30, -2.95, -4.78)  -0.055
C (-4.12, -5.01, 1.01)  -0.057
C (-1.95, -1.92, -2.64)  -0.370
C (-1.17, 1.33, 5.45)  -0.168
C (0.57, -2.87, -1.03)  -0.425
C (4.25, 1.07, -0.29)  -0.108
C (0.64, 0.18, -3.92)  -0.126
C (1.68, -2.06, -1.70)  -0.392
C (5.13, 0.28, 3.25)  -0.368
C (-1.98, 2.80, -2.28)  0.014
C (-3.45, -2.19, -4.96)  -0.056
C (-1.62, -1.45, 3.14)  -1.052
C (-0.41, 0.36, 6.02)  -0.381
C (-3.40, -2.74, 0.67)  -0.141
C (-2.61, 3.70, -1.40)  0.008
C (1.69, 5.41, 2.44)  -0.365
C (0.44, 0.90, -5.09)  -0.056
C (3.07, -0.48, 2.56)  -0.153
C (-3.85, -1.29, -3.98)  -0.061
C (1.34, 4.94, 1.21)  -0.165
C (-2.80, 3.31, -0.10)  0.033
C (0.92, 2.20, -5.19)  -0.061
C (-2.19, -4.55, -0.34)  -0.086
C (3.59, 0.26, -1.21)  -0.359
C (-1.47, 1.63, -1.79)  -0.120
C (-2.29, 2.07, 0.35)  -0.231
C (6.29, 0.83, -1.53)  -0.054
C (0.59, 1.24, 3.96)  -0.462
H (-3.78, -2.47, 5.92)  0.050
H (1.15, 5.56, 0.35)  0.107
H (6.11, 1.96, 0.28)  0.113
H (2.66, -2.48, -1.45)  0.087
H (6.17, 0.32, 3.51)  0.077
H (-2.96, 4.65, -1.75)  0.130
H (-0.59, -0.18, 6.93)  0.079
H (-2.94, -6.52, 0.03)  0.116
H (0.79, 2.75, -6.11)  0.114
H (-4.79, -5.72, 1.47)  0.115
H (-1.38, -4.91, -0.97)  0.099
H (1.82, 6.42, 2.75)  0.076
H (0.99, 2.96, 0.30)  0.093
H (0.86, -3.12, 0.00)  0.041
H (-3.29, 1.85, 2.29)  0.154
H (4.85, -1.76, 2.63)  0.113
H (-3.54, -1.67, 0.84)  0.087
H (-4.04, -2.30, -5.86)  0.115
H (-5.11, -3.31, 1.85)  0.110
H (7.34, 1.05, -1.65)  0.115
H (-1.03, 2.63, 3.68)  0.116
H (0.25, -0.83, -3.86)  0.078
H (6.17, -0.33, -3.32)  0.115
H (-4.26, -1.86, 4.31)  0.039
H (-3.31, -0.82, 5.43)  0.030
H (3.71, 1.49, 0.55)  0.075
H (2.34, -1.20, 2.22)  0.062
H (-1.90, 3.02, -3.33)  0.126
H (2.23, 2.54, -2.09)  0.102
H (1.90, 3.81, -4.18)  0.115
H (-0.07, 0.44, -5.92)  0.115
H (3.77, -0.83, -3.05)  0.107
H (-4.74, -0.70, -4.12)  0.113
H (-3.32, 3.95, 0.60)  0.133
H (-3.42, -0.47, -2.04)  0.096
H (1.58, -2.10, -2.79)  0.064
H (-0.66, -3.42, -3.49)  0.102
H (-1.99, -3.65, -5.55)  0.116
H (-2.10, 1.68, 5.86)  0.112
H (-1.03, 0.89, -2.45)  0.077
H (0.43, -3.83, -1.55)  0.071

energy above the lowest of the compared OMol25 structures with the same formula, charge and spin = 40.55 kcal per mole
highest occupied orbital energy (alpha / beta) = -13.2261 / -13.2255 eV
E_tot = -8585.265884 a.u.
charge = +2
Kohn-Sham gap (alpha / beta) = 5.62 / 5.61 eV
2S+1 = 1